Record 1
# C4H6O2Rh

A molecular structure, C4H6O2Rh in a non-equilibrium geometry (ωB97M-V with the def2-TZVPD basis set, the Open Molecules 2025 dataset).

Last column: natural (NBO) charge in e.
Geometry (Å):
1 C 0.479 -0.123 -1.178  0.35
2 O 0.392 0.680 -2.266  -0.65
3 H 0.532 -1.174 -1.469  0.21
4 H 0.126 1.576 -2.029  0.48
5 C -1.796 -1.277 1.039  0.04
6 C -0.466 -0.762 1.161  -0.64
7 C 0.011 0.242 0.154  0.05
8 O 1.429 0.228 -0.156  -0.62
9 Rh 2.749 1.953 0.101  0.92
10 H -2.514 -0.439 1.115  0.12
11 H 0.004 -1.771 0.991  0.27
12 H -0.558 -0.389 2.255  0.26
13 H -0.388 1.255 0.283  0.20

Cartesian forces, eV/Å:
C -0.6 -0.3 -0.6
O 0.3 0.0 0.1
H 0.1 0.3 0.1
H -0.2 0.0 0.0
C -2.2 2.8 -0.8
C 0.8 -2.2 1.4
C -1.0 0.1 0.4
O 1.2 0.3 0.4
Rh 0.0 -0.2 -0.1
H -1.1 -1.5 -0.1
H 1.3 1.2 0.8
H 1.4 -0.4 -1.5
H 0.0 -0.2 -0.1

Summary:
Spin multiplicity: 5
Total charge: +1
DFT total energy in eV: -11332.4391
Orbital gap (alpha / beta) in eV: 6.105 / 8.655
ΔE to the lowest compared entry with this formula, charge and spin in kcal/mol: 37.89

***

Record 2
# C2H4INO

A single C2H4INO molecule in a non-equilibrium geometry (ωB97M-V with the def2-TZVPD basis set, the Open Molecules 2025 dataset).

Last column: natural (NBO) charge in e.
Geometry (Å):
1 H 1.334 1.373 2.284  0.42
2 N 1.106 0.677 1.539  -0.70
3 C 1.824 -0.026 0.858  0.39
4 I 3.791 -0.676 0.823  0.18
5 O 1.190 -0.868 -0.496  -0.59
6 C -0.138 -0.488 -0.791  -0.27
7 H -0.609 -0.642 0.190  0.19
8 H -0.255 -1.162 -1.587  0.21
9 H -0.160 0.688 -0.958  0.17

Cartesian forces, eV/Å:
H 0.2 -1.4 -1.0
N -0.4 1.2 0.3
C -1.4 -2.1 -3.2
I 0.1 0.1 0.1
O 3.0 2.2 3.5
C 1.7 3.1 2.6
H -1.3 -0.2 -0.9
H -1.6 -0.4 -1.2
H -0.4 -2.4 -0.4

Summary:
Structure (SMILES): [H]/N=C(\I)OC
DFT total energy in eV: -13774.3866
Orbital gap in eV: 10.077
ΔE to the lowest compared entry with this formula, charge and spin in kcal/mol: 46.92

***

Record 3
# C3LiO6Pt

A molecular structure, C3LiO6Pt in a non-equilibrium geometry (ωB97M-V with the def2-TZVPD basis set, the Open Molecules 2025 dataset).

Last column: natural (NBO) charge in e.
Geometry (Å):
1 C 0.429 0.941 -0.288  0.66
2 O 1.559 1.248 -0.625  -0.64
3 C -0.607 1.886 0.410  0.64
4 O -1.634 1.256 0.841  -0.63
5 O -0.335 3.062 0.549  -0.45
6 Li 1.788 -0.285 -1.919  0.97
7 Pt -1.653 -0.498 0.288  1.16
8 O -0.047 -0.249 -0.567  -0.86
9 O 1.214 -2.797 0.039  -0.40
10 O -0.925 -2.152 0.767  -0.58
11 C 0.212 -2.412 0.504  1.11

Cartesian forces, eV/Å:
C 0.8 0.8 -0.5
O -0.4 -0.3 -0.2
C 3.3 3.5 -0.1
O -2.2 2.5 1.4
O -0.8 -2.1 -0.3
Li 0.0 0.4 0.4
Pt -9.5 -0.2 2.0
O 6.6 1.0 -3.9
O -2.1 1.1 1.9
O 3.0 -4.8 1.6
C 1.3 -1.9 -2.2

Summary:
Spin multiplicity: 3
Total charge: +1
DFT total energy in eV: -18837.1828
Orbital gap (alpha / beta) in eV: 7.807 / 7.653

***

Record 4
# C17H26GaN7OS

A molecular structure, C17H26GaN7OS (ωB97M-V with the def2-TZVPD basis set, the Open Molecules 2025 dataset).

Last column: natural (NBO) charge in e.
Geometry (Å):
1 Ga 0.765 1.098 -0.125  1.55
2 N 2.959 0.822 0.423  -0.87
3 C 3.323 -0.002 1.603  -0.22
4 C 2.682 0.569 2.855  -0.43
5 C 1.165 0.481 2.820  -0.22
6 N 0.563 1.479 1.882  -0.88
7 H 3.339 0.391 -0.416  0.42
8 H 3.430 1.723 0.499  0.39
9 H 4.405 -0.054 1.713  0.22
10 H 2.950 -1.012 1.430  0.22
11 H 2.998 1.610 2.997  0.21
12 H 3.040 0.019 3.725  0.26
13 H 0.751 0.632 3.815  0.22
14 H 0.862 -0.507 2.471  0.22
15 H 0.929 2.407 2.084  0.41
16 H -0.436 1.530 2.059  0.42
17 N -0.329 3.466 -2.730  -0.76
18 C 0.992 3.442 -2.709  0.39
19 N 1.678 3.978 -3.705  -0.73
20 S 1.902 2.729 -1.425  -0.22
21 H -0.830 3.919 -3.477  0.41
22 H -0.829 3.167 -1.900  0.45
23 H 1.228 4.447 -4.475  0.42
24 H 2.684 3.936 -3.702  0.44
25 C -3.422 3.424 -0.641  -0.40
26 N -3.300 2.063 -0.099  -0.37
27 C -4.408 1.310 0.179  0.12
28 C -4.309 0.064 0.673  -0.34
29 C -2.996 -0.430 0.926  0.48
30 N -1.923 0.332 0.681  -0.58
31 C -2.065 1.514 0.111  0.77
32 O -1.024 2.201 -0.228  -0.80
33 N -2.783 -1.640 1.428  -0.71
34 H -4.446 3.760 -0.517  0.24
35 H -3.171 3.442 -1.701  0.21
36 H -2.756 4.096 -0.107  0.24
37 H -5.361 1.780 -0.025  0.25
38 H -5.189 -0.531 0.874  0.26
39 H -3.546 -2.268 1.613  0.42
40 H -1.836 -1.966 1.537  0.43
41 C 0.729 -0.717 -0.697  -0.71
42 C 0.819 -1.926 -0.724  0.15
43 C 0.887 -3.363 -0.786  -0.11
44 C -0.213 -4.120 -1.191  -0.21
45 C -0.134 -5.504 -1.207  -0.20
46 C 1.037 -6.141 -0.821  -0.17
47 C 2.142 -5.395 -0.429  -0.20
48 C 2.070 -4.012 -0.412  -0.20
49 H -1.118 -3.622 -1.516  0.22
50 H -0.986 -6.089 -1.529  0.23
51 H 1.096 -7.223 -0.834  0.23
52 H 3.060 -5.891 -0.143  0.23
53 H 2.930 -3.418 -0.125  0.21

Cartesian forces, eV/Å:
Ga 0.3 0.2 0.1
N 0.0 0.2 0.0
C -0.1 0.0 0.0
C 0.0 0.0 -0.1
C 0.1 0.0 0.0
N 0.1 0.0 0.0
H 0.0 0.0 0.0
H 0.1 0.0 0.0
H 0.0 0.0 0.0
H 0.0 0.0 -0.1
H 0.0 0.0 0.1
H 0.0 0.0 0.0
H 0.0 0.1 0.0
H -0.1 0.0 0.0
H 0.1 0.0 0.1
H 0.0 -0.1 0.0
N -0.1 0.1 0.2
C 0.0 -0.1 0.0
N 0.0 0.0 0.0
S 0.0 0.0 0.1
H 0.0 0.0 0.0
H 0.0 -0.1 0.0
H 0.0 0.0 0.0
H 0.0 0.0 0.0
C 0.0 -0.1 0.0
N 0.0 0.0 -0.1
C 0.0 0.2 0.0
C 0.0 -0.2 0.0
C 0.0 0.1 0.1
N 0.1 -0.1 -0.1
C 0.1 0.3 0.0
O -0.3 -0.6 -0.1
N 0.0 0.1 0.0
H 0.0 0.0 0.0
H -0.1 -0.1 0.0
H 0.0 0.0 0.1
H 0.0 0.0 0.0
H 0.0 0.1 0.0
H 0.0 -0.1 0.0
H 0.0 0.0 0.0
C -0.3 0.2 0.2
C -0.1 -0.2 -0.2
C 0.2 0.1 0.1
C -0.1 0.0 -0.1
C 0.0 0.0 0.0
C 0.1 0.0 0.0
C 0.0 0.0 0.0
C -0.1 0.0 0.0
H 0.0 0.0 0.0
H 0.0 0.0 0.0
H 0.0 0.1 0.0
H 0.0 0.0 0.0
H 0.0 0.0 0.0

Summary:
Total charge: +2
DFT total energy in eV: -93730.1821
Orbital gap in eV: 8.117
ΔE to the lowest compared entry with this formula, charge and spin in kcal/mol: 0.00

***

Among the records above, which one has the highest DFT total energy? C4H6O2Rh

***

Which of these has the highest DFT total energy? C4H6O2Rh

***

Look up the DFT total energy of the third one. -18837.1828 eV

***

Which of these has the highest DFT total energy? C4H6O2Rh